# C17H12Cl44NO6S3

A structure of composition C17H12Cl44NO6S3 at a distorted geometry (the ωB97M-V functional and the def2-TZVPD basis, OMol25).

Properties
Net charge   -1
Energy relative to the best compared isomer or geometry (same formula, charge and spin)   81.5 kJ/mol
Max |F|   2.19 eV Å⁻¹

```
83
C17H12Cl44NO6S3, DFT the ωB97M-V functional and the def2-TZVPD basis
C 3.88187 -2.25305 0.12675
C 4.83781 -1.35022 -0.60923
O 5.61430 -1.80998 -1.44186
O 4.87365 -0.03325 -0.30223
C 3.60238 0.59680 -0.09123
C 2.79208 0.72249 -1.35611
C 1.31748 1.06173 -1.05061
C 0.53064 -0.23423 -0.92263
S -0.99465 -0.06417 -0.02995
O -0.79364 0.90630 1.02786
O -1.25143 -1.39255 0.48774
N -2.10081 0.45975 -1.07247
S -3.53372 -0.21909 -0.85134
O -4.46355 0.44715 -1.72032
O -3.92976 -0.25393 0.52664
S -3.39423 -2.20049 -1.54047
H 4.21271 -3.26703 -0.01860
H 2.88923 -2.18007 -0.31027
H 3.78548 -2.01115 1.17834
H 3.05544 0.09989 0.70721
H 3.82274 1.58645 0.28116
H 2.79982 -0.25081 -1.83306
H 3.23588 1.40845 -2.06420
H 0.93449 1.67178 -1.86427
H 1.23848 1.64046 -0.13961
H 0.35570 -0.71209 -1.88799
H 1.13109 -0.89708 -0.31172
H -3.40454 -1.98879 -2.86320
C 1.64261 -2.57040 -5.10836
Cl 1.02831 -4.05987 -4.38689
Cl 0.80143 -2.26623 -6.63301
Cl 1.36016 -1.22638 -3.99593
Cl 3.37559 -2.72711 -5.40299
C -1.75007 -3.59886 -9.52316
Cl -0.94946 -4.86035 -8.58580
Cl -1.65481 -3.99319 -11.24378
Cl -3.44249 -3.48664 -9.03739
Cl -0.95359 -2.04701 -9.23490
C -0.07994 -2.70739 3.96707
Cl -0.76743 -4.32334 4.19274
Cl 1.10761 -2.76482 2.65481
Cl -1.34760 -1.56763 3.56604
Cl 0.73716 -2.19856 5.45740
C -4.80443 1.25275 3.82346
Cl -4.78329 3.02064 3.94645
Cl -6.03505 0.75607 2.66877
Cl -3.24876 0.66194 3.27068
Cl -5.16740 0.56469 5.42115
C 1.06108 4.52394 -3.57504
Cl 1.31408 4.87851 -1.86034
Cl 1.80765 2.96869 -3.95134
Cl -0.66774 4.43902 -3.90242
Cl 1.79613 5.78821 -4.57034
C 4.43974 -1.62978 7.37348
Cl 2.74713 -1.25552 7.69811
Cl 4.99653 -2.87073 8.50338
Cl 4.60157 -2.22317 5.72003
Cl 5.41492 -0.17073 7.57607
C -3.79731 5.73198 1.26873
Cl -3.04957 4.16533 1.02127
Cl -5.50687 5.65220 0.82919
Cl -3.65262 6.19844 2.97174
Cl -2.98959 6.94641 0.26418
C 3.27646 9.48526 -2.90768
Cl 2.91491 7.84668 -2.37678
Cl 2.46156 9.79364 -4.44721
Cl 2.70723 10.64466 -1.70156
Cl 5.02169 9.67064 -3.12245
C -0.17949 -8.09129 2.64850
Cl -0.87807 -9.68900 2.34972
Cl -0.84907 -7.42431 4.13828
Cl 1.57446 -8.23842 2.80935
Cl -0.56122 -7.01638 1.30575
C 1.34353 3.09065 3.10462
Cl 1.58197 1.42780 3.65378
Cl -0.28332 3.29000 2.49622
Cl 1.62577 4.20157 4.45957
Cl 2.51325 3.46301 1.82285
C -7.37331 -3.38247 2.50064
Cl -6.27061 -2.24060 1.75876
Cl -8.15962 -4.36578 1.25378
Cl -6.48289 -4.44413 3.60176
Cl -8.61192 -2.50588 3.41473
```

List of Löwdin charges in e, atom by atom: 0.01 -0.51 0.08 0.01 -0.19 -0.18 -0.23 -0.26 0.46 -0.44 -0.44 -0.35 0.18 -0.39 -0.46 0.55 0.09 0.08 0.07 0.12 0.09 0.07 0.09 0.05 0.07 0.03 0.08 -0.18 -2.03 0.54 0.49 0.60 0.54 -2.05 0.52 0.52 0.53 0.50 -2.01 0.49 0.54 0.55 0.48 -2.01 0.50 0.53 0.55 0.51 -2.03 0.52 0.57 0.55 0.50 -2.06 0.50 0.52 0.52 0.52 -2.05 0.53 0.52 0.50 0.51 -2.05 0.49 0.51 0.52 0.52 -2.06 0.51 0.49 0.52 0.54 -2.03 0.54 0.56 0.51 0.54 -2.05 0.54 0.51 0.51 0.50



# C7H10NO2

The ion C7H10NO2 with charge +1 at a distorted geometry (the ωB97M-V functional and the def2-TZVPD basis, OMol25).

Properties
Net charge   +1
Energy relative to the best compared isomer or geometry (same formula, charge and spin)   587.9 kJ/mol
Max |F|   4.58 eV Å⁻¹

```
20
C7H10NO2, DFT the ωB97M-V functional and the def2-TZVPD basis
C -3.50641 1.17861 2.02199
C -2.85292 0.94106 3.15037
C -1.87399 0.08038 1.00306
C -0.60002 -0.49927 0.65785
C 1.26013 -1.17245 -1.74395
C 0.53411 0.41943 0.17573
C 0.76543 0.16934 -1.31048
N -1.29160 -0.24644 2.06561
O -2.96143 0.75018 0.83289
O -2.77348 0.70611 4.33640
H -3.97858 2.12300 2.00737
H -0.40345 -1.58215 0.39339
H 1.74137 -1.64298 -0.78158
H 1.96681 -1.04905 -2.56457
H 0.56587 -1.82979 -2.11280
H 0.13379 1.47371 0.43603
H 1.41234 0.31172 0.77825
H -0.05455 0.59464 -1.94732
H 1.48189 0.97353 -1.68578
H -2.10738 1.01670 4.86065
```

List of Löwdin charges in e, atom by atom: 0.04 0.01 -0.38 -0.07 -0.11 -0.17 -0.29 0.25 0.15 0.33 0.16 0.16 0.12 0.08 0.04 0.15 0.11 0.12 0.13 0.14



# C6H20O5

A cluster of 5 separate species, C6H20O5 in total at a distorted geometry (the ωB97M-V functional and the def2-TZVPD basis, OMol25).

Properties
Multiplicity   2
Net charge   +1
Energy relative to the best compared isomer or geometry (same formula, charge and spin)   127.8 kJ/mol
⟨S²⟩   0.7531
Max |F|   1.98 eV Å⁻¹

```
31
C6H20O5, DFT the ωB97M-V functional and the def2-TZVPD basis
C 2.19723 1.28750 -1.42487
O 2.40956 2.46167 -2.16894
C 1.97513 1.50843 0.06333
C 0.51067 1.75138 0.52312
C -0.26700 0.48329 0.46588
C -0.26751 -0.37657 1.55933
C -1.36067 -1.30450 1.84900
H 2.98334 0.57689 -1.68560
H 1.35766 0.72417 -1.87894
H 1.64011 3.04466 -2.09574
H 2.61990 2.33198 0.36874
H 2.24781 0.55533 0.54299
H -0.01052 2.37431 -0.21117
H 0.51804 2.13381 1.54157
H -0.97225 0.39729 -0.35134
H 0.59714 -0.37474 2.22038
H -1.03921 -2.35819 1.94470
H -1.86950 -1.05368 2.78391
H -2.05603 -1.44269 1.01978
H -2.50077 1.24575 2.57433
H -2.70317 1.21543 1.15143
O -3.13568 1.52622 1.93609
H -1.09976 -2.60399 -1.29210
H 0.27802 -2.33048 -0.68113
O -0.23899 -2.16991 -1.50233
H 1.68634 -2.00027 0.75961
H 2.09616 -3.30152 0.24004
O 1.50211 -2.92607 0.90075
H -2.57272 -1.24601 -3.21375
H -1.92918 0.16962 -2.71432
O -2.59627 -0.29909 -3.22476
```

List of Löwdin charges in e, atom by atom: -0.27 -0.03 -0.13 -0.13 0.02 -0.01 -0.03 0.13 0.12 0.10 0.14 0.11 0.13 0.14 0.13 0.15 0.12 0.12 0.10 0.01 0.00 0.00 0.07 0.00 -0.06 0.01 0.08 -0.02 0.02 0.01 -0.04



# C5H13NO2

A cluster of 3 separate species, C5H13NO2 in total at a distorted geometry (the ωB97M-V functional and the def2-TZVPD basis, OMol25).

Properties
Energy relative to the best compared isomer or geometry (same formula, charge and spin)   371.2 kJ/mol
Max |F|   8.87 eV Å⁻¹
SMILES string   C=N/C=C/CC.O.O

```
21
C5H13NO2, DFT the ωB97M-V functional and the def2-TZVPD basis
C 2.90435 -0.00652 -1.12893
N 1.73481 0.15712 -0.70749
C 0.63750 0.12068 -1.67285
C -0.41662 0.65537 -0.98204
C -1.74180 0.86565 -1.47802
C -2.95011 0.80318 -0.53025
H 3.69870 -0.09809 -0.39194
H 3.21339 -0.20078 -2.19123
H 0.78204 -0.35300 -2.53047
H -0.41691 0.82186 0.14428
H -1.54944 1.94998 -1.79292
H -2.13937 0.36127 -2.38992
H -2.71521 0.05415 0.19865
H -3.84202 0.52465 -1.09373
H -3.07489 1.73176 0.05582
O 3.51370 -1.62046 1.93121
H 2.86568 -1.45616 1.21457
H 3.17851 -0.88684 2.45862
O -0.98079 -1.09653 3.87195
H -1.08157 -1.90881 3.41611
H -1.61994 -0.41846 3.59859
```

List of Löwdin charges in e, atom by atom: -0.08 -0.06 -0.09 -0.13 -0.30 -0.11 0.05 0.09 0.06 0.14 0.14 0.12 0.05 0.07 0.08 -0.08 0.01 0.03 -0.05 0.01 0.04



# C44H42BaF9N6PS

A structure of composition C44H42BaF9N6PS at a distorted geometry (the ωB97M-V functional and the def2-TZVPD basis, OMol25).

Properties
Net charge   +2
Energy relative to the best compared isomer or geometry (same formula, charge and spin)   0.0 kJ/mol
Max |F|   1.55 eV Å⁻¹

```
104
C44H42BaF9N6PS, DFT the ωB97M-V functional and the def2-TZVPD basis
Ba -1.10114 -0.24376 -1.59519
C -0.32768 -3.14194 -3.22339
N -1.41641 -2.25655 -3.63162
C -1.19731 -1.75764 -5.01107
C -0.52476 -0.38475 -5.19098
C 0.17994 -0.09563 -6.33774
C 0.39013 1.22808 -6.67619
C -0.01585 2.24261 -5.80907
C -0.56520 1.83614 -4.61847
N -0.84236 0.56946 -4.32137
C -2.67677 -3.01805 -3.53983
C -3.11007 -3.38137 -2.11890
C -3.63074 -4.63840 -1.79674
C -4.11730 -4.86119 -0.51799
C -4.07107 -3.85964 0.43151
C -3.54628 -2.65714 0.03277
N -3.09342 -2.40301 -1.20312
C 1.03456 -2.52212 -3.26868
C 2.02504 -3.07123 -4.06965
C 3.29092 -2.50521 -4.07068
C 3.51033 -1.38884 -3.28799
C 2.49333 -0.88871 -2.51632
N 1.28466 -1.43652 -2.51154
H -0.28398 -4.06576 -3.82178
H -0.53045 -3.44533 -2.16799
H -2.18543 -1.61397 -5.46855
H -0.64578 -2.50276 -5.60559
H 0.52734 -0.86880 -7.02047
H 0.90700 1.52361 -7.58962
H 0.16989 3.27865 -6.04785
H -0.83767 2.56695 -3.85602
H -2.57883 -3.93766 -4.10833
H -3.44923 -2.42113 -4.00025
H -3.68132 -5.41565 -2.56345
H -4.60686 -5.81810 -0.29972
H -4.43945 -3.97520 1.45489
H -3.55132 -1.83848 0.75070
H 1.78248 -3.89213 -4.75879
H 4.09661 -2.85639 -4.70676
H 4.47111 -0.87467 -3.37665
H 2.63198 0.01121 -1.92644
F 6.35463 -0.20271 2.86603
C 5.52548 -0.30262 3.93768
F 5.86648 -1.36511 4.62602
F 5.72453 0.78292 4.70491
C 4.07938 -0.38022 3.48476
C 3.04754 -0.44498 4.41128
C 1.69979 -0.46855 4.00627
C 1.39467 -0.34543 2.64333
C 2.42756 -0.31210 1.73447
C 3.76725 -0.35545 2.13906
P -0.25667 -0.27767 1.90686
C -1.11129 -1.69011 2.80295
C -1.96316 -1.60845 3.88321
C -2.51581 -2.78367 4.44376
C -2.11549 -4.01819 3.94989
C -1.21926 -4.08330 2.87271
C -0.72393 -2.93340 2.31356
C -2.55073 -5.31995 4.58782
F -2.85521 -6.23155 3.65149
F -1.55302 -5.81667 5.29653
F -3.60843 -5.21104 5.38711
C -1.03450 1.24550 2.58779
C -0.40414 2.15940 3.45850
C -1.01658 3.34389 3.79637
C -2.29832 3.60587 3.33705
C -2.96111 2.70606 2.53189
C -2.33574 1.52027 2.15344
C -3.04011 4.89622 3.68348
F -2.98826 5.75175 2.63654
F -4.35568 4.68620 3.90870
F -2.52008 5.51037 4.74931
H 3.29693 -0.47610 5.47441
H 0.91270 -0.57925 4.75402
H 2.16036 -0.24500 0.64849
H 4.52370 -0.32936 1.35388
H -2.29493 -0.63640 4.24055
H -3.22940 -2.74494 5.26907
H -0.91092 -5.06304 2.46835
H -0.07097 -2.91253 1.43356
H 0.58339 1.95640 3.82907
H -0.49874 4.08580 4.39483
H -3.94361 2.92677 2.14531
H -2.89795 0.84254 1.53297
C -0.84480 4.25157 -0.16269
N 0.55690 4.56647 -0.34600
C 0.92402 5.93133 -0.71180
C 1.44372 3.54109 -0.61477
S 0.91807 2.09826 -1.33438
N 2.72125 3.75972 -0.33113
C 3.76563 2.84429 -0.74396
C 3.18441 4.75041 0.70290
H -1.34787 5.06820 0.36521
H -0.99487 3.33683 0.39875
H -1.35927 4.10980 -1.13497
H 0.25208 6.28377 -1.51482
H 1.96512 5.96597 -1.09328
H 0.88729 6.62793 0.11526
H 3.73184 2.56376 -1.79419
H 3.65396 1.92472 -0.16478
H 4.73979 3.33304 -0.56438
H 2.33731 5.19750 1.20502
H 3.81560 5.48810 0.18838
H 3.79082 4.25609 1.46329
```

Löwdin atomic charge list, values in e, 99 entries: 1.56 -0.17 -0.26 -0.10 -0.28 -0.01 -0.02 -0.03 -0.17 -0.03 -0.13 -0.27 0.01 -0.03 -0.04 -0.15 -0.01 -0.29 0.00 -0.02 -0.04 -0.15 -0.02 0.14 0.14 0.14 0.14 0.13 0.13 0.12 0.09 0.13 0.13 0.13 0.13 0.13 0.11 0.13 0.13 0.12 0.05 0.13 -0.60 0.19 0.16 -0.10 0.02 -0.04 -0.40 -0.11 0.00 1.03 -0.37 -0.06 0.02 -0.11 -0.01 -0.12 -0.62 0.14 0.18 0.16 -0.36 -0.05 0.01 -0.11 -0.01 -0.11 -0.56 0.13 0.15 0.16 0.14 0.12 0.08 0.12 0.11 0.13 0.14 0.10 0.10 0.13 0.13 0.09 -0.09 -0.21 -0.04 -0.73 0.55 -0.18 -0.08 0.00 0.10 0.05 0.09 0.11 0.10 0.09 0.08



# C6H10O

A cluster of 2 separate species, C6H10O in total (the ωB97M-V functional and the def2-TZVPD basis, OMol25).

Properties
Energy relative to the best compared isomer or geometry (same formula, charge and spin)   150.7 kJ/mol
Max |F|   0.61 eV Å⁻¹
SMILES string   C=C/C=C/C=C.O

```
17
C6H10O, DFT the ωB97M-V functional and the def2-TZVPD basis
C 0.54600 -1.42874 -2.39613
C 0.74905 -0.45119 -1.51744
C 0.33488 -0.51504 -0.11580
C -0.54737 -1.33772 0.45683
C -0.93040 -1.21262 1.86136
C -1.70543 -2.07053 2.51989
H 0.76886 -1.34007 -3.44482
H 0.03449 -2.32031 -2.06780
H 1.29258 0.43853 -1.80862
H 0.71084 0.25170 0.55228
H -0.99266 -2.15646 -0.09164
H -0.52613 -0.30551 2.31774
H -2.16817 -2.90225 2.00077
H -1.87464 -1.94100 3.57513
O 1.09008 5.74560 -0.77105
H 1.46529 5.12490 -0.13726
H 1.75274 6.42070 -0.93344
```

List of Löwdin charges in e, atom by atom: 0.01 -0.18 -0.12 -0.12 -0.20 0.01 0.05 0.05 0.09 0.10 0.10 0.10 0.06 0.05 -0.06 0.03 0.03



no.,DFT total energy (eV)
1,-615089.2956
2,-12992.7137
3,-16773.0650
4,-10978.0319
5,-100517.7768
6,-8429.6787